Entry 1:
ORCA calculation (ωB97M-V/def2-TZVPD) on 2 unconnected molecules or ions with the total composition C4H9O.

The highest occupied orbital energy is -0.068 hartree. Its net charge is -1. As for the total energy: -232.97624 hartree. The value obtained for the energy above the lowest of the compared OMol25 structures with the same formula, charge and spin is 112.2 kJ/mol. The LUMO energy is 4.043 eV.

Last column: Mulliken charge in e.
Positions of all 14 atoms, in Å:
C 1.833 -2.425 -0.581  -0.690
O 0.784 -1.647 -0.941  -0.811
H 1.750 -2.921 0.431  0.135
H 2.032 -3.293 -1.277  0.234
H 2.813 -1.879 -0.504  0.150
C -1.910 1.926 -0.094  -0.981
C -0.525 1.342 0.037  0.148
C -0.155 0.608 1.066  -0.581
H -2.317 2.049 0.914  0.289
H -1.845 2.945 -0.502  0.274
H -2.594 1.328 -0.699  0.217
H 0.157 1.432 -0.805  0.289
H 0.812 0.132 1.070  0.120
H -0.836 0.405 1.884  0.206

Forces on atoms 1 to 6 (eV/Å):
C -0.360 0.157 -0.133
O 0.334 -0.192 0.197
H -0.099 0.011 -0.027
H 0.113 0.099 0.083
H 0.098 -0.059 -0.109
C 0.495 0.687 0.460



Entry 2:
ORCA calculation (ωB97M-V/def2-TZVPD) on 2 unconnected molecules or ions with the total composition C4H9O.

The highest occupied orbital energy is -0.059 hartree. Its net charge is -1. As for the total energy: -232.94933 hartree. The value obtained for the energy above the lowest of the compared OMol25 structures with the same formula, charge and spin is 182.8 kJ/mol. The LUMO energy is 3.846 eV.

Last column: Mulliken charge in e.
Positions of all 14 atoms, in Å:
C -1.939 0.023 2.546  -0.544
O -0.780 0.697 2.264  -0.867
H -2.522 0.834 2.980  0.155
H -2.430 -0.215 1.598  0.136
H -1.814 -0.867 3.136  0.143
C 0.255 0.614 -0.894  -0.709
C 1.041 -0.627 -1.371  -0.014
C 2.205 -0.480 -2.024  -0.697
H -0.393 0.940 -1.717  0.236
H -0.478 0.353 -0.041  0.061
H 0.799 1.486 -0.590  0.301
H 0.533 -1.531 -1.261  0.330
H 2.570 -1.501 -2.434  0.164
H 2.951 0.274 -2.193  0.304

Forces on atoms 1 to 6 (eV/Å):
C 1.260 2.547 -1.303
O 1.302 -0.438 -0.278
H -1.502 -0.525 1.015
H -0.812 -0.781 -0.400
H -0.295 -0.859 0.821
C -1.950 -1.768 0.817



Entry 3:
ORCA calculation (ωB97M-V/def2-TZVPD) on 2 unconnected molecules or ions with the total composition C4H9O.

The highest occupied orbital energy is -0.061 hartree. Its net charge is -1. As for the total energy: -232.96051 hartree. The value obtained for the energy above the lowest of the compared OMol25 structures with the same formula, charge and spin is 153.4 kJ/mol. The LUMO energy is 3.452 eV.

Last column: Mulliken charge in e.
Positions of all 14 atoms, in Å:
C -0.701 -1.229 -3.188  -0.532
O 0.201 -1.971 -2.537  -0.854
H -0.493 -0.086 -3.059  0.088
H -1.726 -1.260 -2.709  0.109
H -0.916 -1.335 -4.266  0.192
C -1.018 0.997 2.115  -0.988
C 0.421 0.817 1.729  0.000
C 1.469 1.372 2.349  -0.748
H -1.251 0.714 3.147  0.260
H -1.737 0.602 1.398  0.314
H -1.227 2.076 1.970  0.256
H 0.764 0.342 0.820  0.387
H 2.485 1.085 2.116  0.257
H 1.349 2.119 3.132  0.259

Forces on atoms 1 to 6 (eV/Å):
C -0.200 1.636 1.887
O 0.144 -0.432 -0.629
H -0.086 -0.543 -0.477
H -0.182 -0.196 -0.228
H 0.322 -0.433 -0.504
C -0.182 1.432 -0.847



Entry 4:
ORCA calculation (ωB97M-V/def2-TZVPD) on 2 unconnected molecules or ions with the total composition C4H9O2.

The highest occupied orbital energy is -0.139 hartree. Its net charge is -1. As for the total energy: -308.33863 hartree. The value obtained for the energy above the lowest of the compared OMol25 structures with the same formula, charge and spin is 16.4 kJ/mol. The LUMO energy is 3.690 eV.

Last column: Mulliken charge in e.
Positions of all 15 atoms, in Å:
C -0.944 1.662 -1.599  -0.712
C -2.127 0.981 -0.855  0.568
O -2.465 1.495 0.237  -0.735
O -2.610 -0.027 -1.429  -0.740
H -1.262 1.847 -2.632  0.298
H -0.061 1.027 -1.589  0.112
H -0.747 2.618 -1.115  0.227
C 0.742 -0.983 0.641  -0.718
C 1.799 -1.444 1.637  -0.941
H 1.218 -0.754 -0.314  0.233
H -0.060 -1.704 0.468  0.310
H 0.249 -0.038 0.897  0.258
H 1.390 -1.887 2.544  0.292
H 2.428 -0.613 1.955  0.280
H 2.449 -2.179 1.155  0.268

Forces on atoms 1 to 6 (eV/Å):
C -0.650 0.347 -0.012
C -0.002 -0.354 0.018
O 0.060 -0.055 -0.126
O 0.097 0.197 0.126
H 0.235 -0.129 0.069
H 0.048 -0.046 -0.052



Entry 5:
ORCA calculation (ωB97M-V/def2-TZVPD) on a gas-phase ion, C4H9O2 (charge -1).

The highest occupied orbital energy is -0.080 hartree. The SMILES is [O-]CCCCO. Its net charge is -1. As for the total energy: -308.25589 hartree. The value obtained for the energy above the lowest of the compared OMol25 structures with the same formula, charge and spin is 233.7 kJ/mol. The LUMO energy is 3.404 eV.

Last column: Mulliken charge in e.
Positions of all 15 atoms, in Å:
O 0.978 -1.317 2.862  -0.894
C 0.228 -1.351 1.750  -0.503
C 0.577 -0.164 0.782  -0.529
C -0.274 -0.032 -0.465  -0.289
C -0.067 1.223 -1.288  -0.511
O -0.584 1.190 -2.630  -0.546
H 0.336 -2.255 1.113  0.166
H -0.861 -1.232 1.969  0.167
H 1.627 -0.264 0.473  0.275
H 0.580 0.759 1.373  0.302
H -0.165 -0.943 -1.073  0.211
H -1.353 -0.112 -0.215  0.284
H 1.016 1.380 -1.316  0.326
H -0.508 2.102 -0.807  0.240
H -1.530 1.016 -2.528  0.300

Forces on atoms 1 to 6 (eV/Å):
O 0.027 -0.339 -0.106
C 0.577 1.188 0.272
C 0.351 0.279 0.047
C -1.507 -0.759 -0.156
C 0.480 0.030 0.258
O -0.064 -0.247 0.203



Entry 6:
ORCA calculation (ωB97M-V/def2-TZVPD) on a gas-phase ion, C4H9O2 (charge -1).

The highest occupied orbital energy is -0.104 hartree. The SMILES is [O-]CCCCO. Its net charge is -1. As for the total energy: -308.26647 hartree. The value obtained for the energy above the lowest of the compared OMol25 structures with the same formula, charge and spin is 205.9 kJ/mol. The LUMO energy is 4.399 eV.

Last column: Mulliken charge in e.
Positions of all 15 atoms, in Å:
O -0.781 -1.273 0.951  -0.920
C -1.588 -0.243 0.524  -0.452
C -1.164 0.525 -0.757  -0.511
C 0.329 0.480 -1.153  -0.666
C 1.328 0.730 -0.007  -0.529
O 1.879 -0.456 0.492  -0.656
H -2.584 -0.660 0.265  0.275
H -1.818 0.448 1.358  0.196
H -1.755 0.070 -1.532  0.359
H -1.376 1.589 -0.611  0.253
H 0.593 -0.455 -1.618  0.301
H 0.562 1.212 -1.941  0.352
H 2.170 1.357 -0.357  0.304
H 0.817 1.234 0.805  0.242
H 0.954 -0.934 0.794  0.450

Forces on atoms 1 to 6 (eV/Å):
O 0.836 0.523 -0.467
C 0.122 -1.252 0.641
C 1.079 0.225 0.545
C 0.152 0.428 0.066
C 0.302 -0.092 -0.525
O -2.161 -1.353 0.872



Entry 7:
ORCA calculation (ωB97M-V/def2-TZVPD) on 2 unconnected molecules or ions with the total composition C4H9O2.

The highest occupied orbital energy is -0.133 hartree. Its net charge is -1. As for the total energy: -308.27829 hartree. The value obtained for the energy above the lowest of the compared OMol25 structures with the same formula, charge and spin is 174.9 kJ/mol. The LUMO energy is 3.863 eV.

Last column: Mulliken charge in e.
Positions of all 15 atoms, in Å:
C -0.394 0.298 -2.391  -0.839
C -1.067 0.740 -1.016  0.452
O -0.266 1.241 -0.244  -0.687
O -2.227 0.514 -0.957  -0.647
H -0.061 1.121 -3.002  0.219
H -1.010 -0.474 -2.808  0.330
H 0.293 -0.585 -2.102  0.162
C 1.270 -1.757 2.421  -0.755
C 1.968 -0.509 1.819  -0.750
H 2.074 -2.430 2.938  0.215
H 0.803 -1.614 3.386  0.296
H 0.794 -2.268 1.603  0.248
H 2.286 -0.848 0.821  0.183
H 2.715 0.018 2.355  0.369
H 1.378 0.409 1.424  0.203

Forces on atoms 1 to 6 (eV/Å):
C 0.400 -2.957 1.841
C 3.777 -0.135 -3.006
O 1.366 1.236 2.125
O -5.166 -0.782 0.954
H 0.454 -0.252 -0.292
H -1.569 0.688 -1.435



Entry 8:
ORCA calculation (ωB97M-V/def2-TZVPD) on 2 unconnected molecules or ions with the total composition C4H9O2.

The highest occupied orbital energy (spin up / spin down) is -0.405 / -0.398 hartree. As for the total energy: -308.20801 hartree. The value obtained for the energy above the lowest of the compared OMol25 structures with the same formula, charge and spin is 13.6 kJ/mol. Its spin multiplicity is 2. The expectation value of S² is 0.754. The LUMO energy (spin up / spin down) is 0.808 / -3.077 eV.

Last column: Mulliken spin population.
Positions of all 15 atoms, in Å:
C 2.002 -0.653 0.922  0.023
C 1.615 0.754 1.339  -0.013
O 1.425 1.682 0.596  0.043
O 1.507 0.799 2.642  0.926
H 2.242 -0.662 -0.136  0.018
H 1.129 -1.308 1.060  -0.001
H 2.687 -1.025 1.684  0.004
C -0.919 -0.074 -1.373  0.001
C -2.244 0.173 -0.672  0.000
H -0.642 -1.134 -1.335  0.000
H -0.906 0.189 -2.437  0.000
H -0.166 0.553 -0.906  -0.001
H -2.229 1.178 -0.246  0.000
H -3.131 0.045 -1.298  0.000
H -2.371 -0.518 0.160  0.000

Forces on atoms 1 to 6 (eV/Å):
C -1.106 -0.241 0.908
C 0.031 -0.523 -0.943
O -0.042 0.226 0.380
O -0.111 0.411 0.360
H 0.618 -0.004 0.161
H -0.033 0.313 -0.144



Entry 9:
ORCA calculation (ωB97M-V/def2-TZVPD) on a single C4H9O2P molecule.

The highest occupied orbital energy is -0.267 hartree. The SMILES is C=CC=[P@H](O)CO. As for the total energy: -649.53314 hartree. The value obtained for the energy above the lowest of the compared OMol25 structures with the same formula, charge and spin is 416.8 kJ/mol. The LUMO energy is 0.654 eV.

Last column: Mulliken charge in e.
Positions of all 16 atoms, in Å:
C 2.789 -0.988 -0.546  -0.899
C 1.494 -0.665 -0.522  0.202
C 0.822 0.243 0.390  -0.457
P -0.692 1.101 0.157  0.499
O -1.042 1.910 1.454  -0.492
C -2.142 -0.001 -0.345  -0.510
O -2.014 -1.156 0.428  -0.502
H 3.174 -1.867 -0.991  0.289
H 3.391 -0.289 -0.017  0.234
H 0.657 -1.290 -1.117  0.005
H 1.451 0.864 1.089  0.212
H -0.873 2.115 -0.842  0.043
H -0.754 1.178 2.149  0.374
H -2.254 -0.283 -1.403  0.338
H -2.900 0.678 -0.067  0.322
H -1.107 -1.549 0.183  0.342

Forces on atoms 1 to 6 (eV/Å):
C -1.220 0.797 0.148
C -3.187 -1.833 -0.621
C -0.742 2.318 0.576
P 1.755 -1.565 -3.371
O 0.549 -2.080 2.727
C 2.585 -0.139 -0.296



Entry 10:
ORCA calculation (ωB97M-V/def2-TZVPD) on a single C4H9O2P molecule.

The highest occupied orbital energy is -0.325 hartree. The SMILES is C[C@@H](O)[C@H]1O[C@@H]1P. As for the total energy: -649.49075 hartree. The value obtained for the energy above the lowest of the compared OMol25 structures with the same formula, charge and spin is 528.1 kJ/mol. The LUMO energy is 0.939 eV.

Last column: Mulliken charge in e.
Positions of all 16 atoms, in Å:
C -2.269 0.256 -0.409  -1.399
C -1.017 -0.276 0.420  0.238
O -1.194 -1.716 0.344  -0.528
C 0.165 0.398 -0.204  -0.441
O 0.987 1.306 0.699  -0.387
C 1.712 0.101 0.705  -0.036
P 3.110 -0.389 -0.330  -0.127
H -2.332 -0.463 -1.194  0.377
H -2.284 1.278 -0.697  0.397
H -3.166 0.201 0.169  0.352
H -1.173 0.195 1.408  0.343
H -1.464 -1.927 -0.533  0.310
H 0.420 0.534 -1.247  0.431
H 1.325 -0.412 1.639  0.389
H 4.210 0.180 0.403  0.040
H 2.972 0.735 -1.172  0.041

Forces on atoms 1 to 6 (eV/Å):
C 0.651 -0.669 1.443
C -2.708 1.627 -1.794
O 1.546 1.359 2.049
C 5.458 -1.002 3.621
O -0.758 -0.138 -1.798
C -5.209 -0.194 0.006